(1)
This record from the OMol25 dataset describes a 6-piece molecular cluster, C17H32BF3N10O10 overall. The level of theory is wB97M-V/def2-TZVPD.

Structure (XYZ):
```
73
Properties=species:S:1:pos:R:3
C 0.47 2.03 2.00
C 1.41 1.14 1.19
C 0.61 0.32 0.16
C 1.30 -0.90 -0.36
C 0.64 -1.97 -0.80
B -0.93 -2.10 -0.83
O -1.59 -2.27 -2.04
O -1.64 -2.09 0.35
C 1.40 -3.13 -1.36
O 1.00 -4.26 -1.17
C 2.65 -2.79 -2.11
C 3.07 -3.64 -3.29
F 2.79 -3.02 -4.45
F 2.41 -4.82 -3.31
F 4.38 -3.94 -3.25
C 3.33 -1.72 -1.69
C 4.60 -1.18 -2.29
C 4.43 -0.66 -3.71
O 4.13 0.48 -3.93
C 2.79 -1.01 -0.46
O 3.58 -0.60 0.36
H -0.27 2.52 1.37
H 0.00 1.47 2.79
H 1.09 2.80 2.46
H 2.24 1.69 0.75
H 1.82 0.41 1.88
H -0.35 0.11 0.61
H 0.47 0.98 -0.71
H -1.36 -1.55 -2.64
H -2.35 -1.44 0.31
H 4.95 -0.36 -1.68
H 5.36 -1.97 -2.26
H 4.61 -1.36 -4.53
C -2.79 2.80 3.72
O -2.13 1.83 3.38
N -2.70 4.00 3.09
N -3.67 2.75 4.77
H -3.24 4.81 3.35
H -2.07 4.07 2.32
H -3.75 1.88 5.25
H -4.22 3.53 5.07
C -0.05 -7.69 -5.93
O -0.24 -8.54 -6.78
N 1.20 -7.20 -5.65
N -1.06 -7.16 -5.19
H 1.38 -6.51 -4.95
H 1.97 -7.58 -6.17
H -1.99 -7.49 -5.37
H -0.93 -6.46 -4.48
C -2.11 2.41 -2.09
O -1.02 2.31 -1.56
N -3.11 1.50 -1.87
N -2.42 3.43 -2.95
H -4.02 1.56 -2.30
H -2.92 0.75 -1.24
H -1.71 4.11 -3.13
H -3.32 3.53 -3.39
C 1.57 -2.00 3.60
O 1.04 -0.91 3.49
N 0.86 -3.14 3.83
N 2.93 -2.17 3.49
H 1.27 -4.05 3.92
H -0.14 -3.05 3.91
H 3.48 -1.35 3.31
H 3.39 -3.05 3.58
C -3.36 7.88 4.08
O -3.48 7.04 3.21
N -2.15 8.39 4.45
N -4.44 8.39 4.76
H -2.03 9.08 5.16
H -1.34 8.03 3.96
H -5.34 8.03 4.52
H -4.36 9.08 5.49
```

Results
structure (SMILES)	CCCC1=C(B(O)O)C(=O)C(C(F)(F)F)=C(CC=O)C1=O.NC(N)=O.NC(N)=O.NC(N)=O.NC(N)=O.NC(N)=O
energy	-62359.2972	eV

---

(2)
This record from the OMol25 dataset describes C17H32FN7O5SSeY as an isolated structure. The level of theory is wB97M-V/def2-TZVPD.

Structure (XYZ):
```
65
Properties=species:S:1:pos:R:3
Y -0.42 -0.03 -0.45
C -1.04 -4.53 -1.71
N -0.88 -4.23 -0.29
C -0.35 -5.28 0.58
C -1.13 -3.01 0.16
O -1.60 -2.11 -0.55
C -0.79 -2.69 1.62
O -1.08 -1.33 1.87
C -2.36 -1.08 2.40
C -2.84 0.24 1.81
O -2.50 0.54 0.66
N -3.62 1.03 2.55
C -4.02 2.33 2.04
C -4.08 0.67 3.89
H -0.17 -5.08 -2.06
H -1.93 -5.13 -1.88
H -1.10 -3.60 -2.27
H -0.30 -6.20 0.01
H 0.66 -5.04 0.92
H -0.99 -5.45 1.44
H -1.32 -3.35 2.31
H 0.29 -2.82 1.75
H -3.09 -1.84 2.10
H -2.30 -1.05 3.49
H -3.47 2.55 1.14
H -5.09 2.35 1.83
H -3.80 3.09 2.80
H -4.39 -0.37 3.94
H -3.31 0.86 4.63
H -4.95 1.28 4.12
N 1.79 1.29 -0.72
N 2.49 1.68 0.42
C 1.87 1.88 1.60
N 2.67 2.23 2.62
S 0.21 1.77 1.81
H 2.30 0.53 -1.18
H 1.70 2.07 -1.37
H 3.49 1.74 0.36
H 3.66 2.35 2.52
H 2.25 2.40 3.51
C -1.93 3.44 -4.55
O -1.28 3.32 -3.28
C -1.48 2.25 -2.53
O -0.88 2.15 -1.47
N -2.40 1.34 -2.93
N -2.46 0.15 -2.19
H -1.59 4.39 -4.96
H -3.01 3.47 -4.44
H -1.62 2.63 -5.22
H -2.77 1.35 -3.86
H -2.28 -0.65 -2.80
H -3.37 0.06 -1.75
Se 0.33 -0.66 -3.14
C 2.24 -0.84 -3.05
C 3.06 0.02 -3.77
C 4.45 -0.08 -3.69
C 5.03 -1.04 -2.88
C 4.22 -1.90 -2.15
C 2.83 -1.80 -2.23
H 2.61 0.77 -4.41
H 5.07 0.59 -4.27
H 6.11 -1.13 -2.82
H 4.66 -2.66 -1.51
H 2.20 -2.46 -1.65
F 1.14 -1.23 0.30
```

Results
charge	+1
energy relative to the best compared isomer or geometry (same formula, charge and spin)	0.00	kJ/mol

---

(3)
This record from the OMol25 dataset describes C17H32InNO as an isolated structure. The level of theory is wB97M-V/def2-TZVPD.

Structure (XYZ):
```
52
Properties=species:S:1:pos:R:3
C 1.23 2.50 -1.71
H 2.22 2.96 -1.86
H 1.10 1.85 -2.57
H 2.92 0.40 0.90
C 0.17 3.62 -1.74
H -0.76 3.22 -2.15
H -0.06 3.95 -0.72
C 0.64 4.81 -2.58
H -0.16 5.54 -2.71
H 1.48 5.31 -2.10
H 0.98 4.49 -3.57
C -0.83 -1.96 -0.35
C -1.47 -1.11 -1.29
C -0.51 -0.71 -2.25
C 0.74 -1.27 -1.88
C 0.53 -2.08 -0.72
C 1.52 -2.94 -0.05
C 2.00 -1.15 -2.66
C -0.76 0.09 -3.47
C -2.92 -0.81 -1.32
C -1.51 -2.70 0.74
In 1.70 1.18 -0.05
H 2.84 -1.62 -2.13
H 1.89 -1.66 -3.63
H 2.27 -0.10 -2.86
H 2.53 -2.79 -0.47
H 1.56 -2.77 1.03
H 1.27 -4.01 -0.20
H -2.31 -2.10 1.18
H -1.96 -3.63 0.36
H -0.80 -2.97 1.53
H -3.13 0.01 -2.02
H -3.51 -1.68 -1.64
H -3.28 -0.51 -0.33
H -0.08 0.95 -3.55
H -0.61 -0.52 -4.38
H -1.79 0.47 -3.49
C -0.21 -0.31 5.04
N -0.67 -0.07 3.68
C -2.08 0.20 3.49
C 0.21 0.05 2.65
C 1.59 -0.49 2.87
O -0.15 0.62 1.57
H -1.06 -0.22 5.72
H 0.55 0.43 5.33
H 0.22 -1.31 5.15
H -2.26 1.22 3.11
H -2.55 -0.52 2.81
H -2.56 0.11 4.47
H 1.91 -1.07 2.00
H 2.30 0.32 3.10
H 1.62 -1.20 3.71
```

Results
charge	+2
energy	-26841.6330	eV

---

(4)
This record from the OMol25 dataset describes C17H32N2O3S as an isolated structure. The level of theory is wB97M-V/def2-TZVPD.

Structure (XYZ):
```
55
Properties=species:S:1:pos:R:3
C 0.26 5.11 2.32
H -0.41 4.39 1.60
C 1.61 5.24 1.56
C 2.30 4.06 1.44
H 2.16 3.59 2.31
H 3.36 4.30 1.17
S 1.54 3.18 0.37
O 1.03 4.04 -0.98
O 0.56 2.31 0.68
N 2.77 2.25 -0.47
C 2.86 1.88 -1.96
C 1.72 0.90 -2.19
H 1.34 0.64 -3.13
H 0.74 1.14 -1.73
C 1.97 -0.37 -1.35
C 1.00 -1.47 -1.21
O 1.02 -2.57 -1.72
N -0.24 -1.09 -0.74
H -0.34 -0.32 -0.54
C -1.31 -2.01 -0.74
C -2.58 -1.23 -1.64
C -3.74 -1.81 -0.98
C -3.70 -3.34 -0.68
H -3.27 -3.87 -1.39
C -2.86 -3.45 0.26
C -2.32 -4.94 0.48
H -1.93 -5.04 1.53
H -2.98 -5.69 0.24
H -1.52 -4.91 -0.18
H -3.53 -3.43 1.53
C -1.78 -2.37 0.51
C -0.70 -2.61 1.40
H -0.96 -3.13 2.45
H -0.14 -1.72 1.73
H -0.05 -3.38 1.05
H -2.17 -1.58 0.97
H -4.87 -3.66 -0.61
H -4.55 -1.80 -1.65
H -4.23 -1.24 -0.23
H -2.27 -1.48 -2.61
H -2.55 -0.31 -1.25
H -0.88 -2.88 -1.15
C 2.34 0.02 0.27
C 3.20 1.21 0.41
H 4.34 0.93 -0.13
H 3.21 1.35 1.35
H 1.28 0.17 0.80
H 2.58 -0.99 0.81
H 2.95 -0.88 -1.84
H 3.78 1.67 -2.25
H 2.36 2.80 -2.46
H 1.53 5.86 0.60
H 2.14 5.90 2.16
H -0.34 6.06 2.46
H 0.26 4.61 3.36
```

Results
energy relative to the best compared isomer or geometry (same formula, charge and spin)	1615.69	kJ/mol

---

(5)
This record from the OMol25 dataset describes C17H32NO2P2Pm as an isolated structure. The level of theory is wB97M-V/def2-TZVPD.

Structure (XYZ):
```
55
Properties=species:S:1:pos:R:3
Pm 0.93 -0.48 -0.94
P -1.87 -0.57 -1.29
C -1.40 0.62 -2.68
C -0.68 1.93 -2.41
N 0.37 1.83 -1.56
C 0.87 2.94 -0.97
C 0.61 4.20 -1.51
C -0.25 4.27 -2.61
C -0.91 3.13 -3.07
C 1.71 2.81 0.28
P 2.47 1.11 0.74
H -1.56 3.14 -3.97
H 1.13 5.08 -1.13
H -0.41 5.21 -3.10
H 2.56 3.48 0.18
H 1.14 3.06 1.19
H -0.84 0.11 -3.50
H -2.38 0.91 -3.12
H 3.24 -1.48 -2.86
O 2.30 -1.18 -2.77
H 2.00 -1.02 -3.69
H 3.91 -2.47 -0.33
O 4.09 -1.86 -1.05
H 5.05 -2.01 -1.13
C 4.01 1.36 -0.18
H 4.56 2.19 0.31
H 4.63 0.45 -0.16
H 3.83 1.62 -1.24
C 2.95 1.51 2.42
H 3.39 0.64 2.92
H 3.69 2.33 2.42
H 2.05 1.81 3.00
C -3.34 0.29 -0.74
H -4.07 0.29 -1.58
H -3.78 -0.24 0.12
H -3.07 1.32 -0.46
C -2.65 -1.86 -2.35
H -2.96 -2.72 -1.72
H -3.58 -1.40 -2.80
H -1.97 -2.19 -3.16
C -3.07 -2.87 2.57
C -1.60 -2.43 2.80
C -1.60 -1.53 4.04
C -0.72 -3.65 3.10
C -1.17 -1.72 1.53
C -1.05 -1.24 0.36
H -3.45 -3.45 3.43
H -3.15 -3.49 1.66
H -3.70 -1.98 2.44
H -2.00 -2.07 4.90
H -0.58 -1.19 4.29
H -2.22 -0.64 3.88
H -0.63 -4.31 2.22
H 0.30 -3.33 3.37
H -1.13 -4.23 3.93
```

Results
2S+1	5
charge	+2
<S²>	6.413
energy	-58848.2571	eV

---

(6)
This record from the OMol25 dataset describes a 5-piece molecular cluster, C17H32O15 overall. The level of theory is wB97M-V/def2-TZVPD.

Structure (XYZ):
```
64
Properties=species:S:1:pos:R:3
C 5.64 -15.04 15.84
C 5.74 -13.90 14.79
O 4.39 -13.49 14.60
C 3.61 -14.05 15.55
O 2.43 -13.93 15.62
O 4.36 -14.74 16.43
H 6.40 -14.90 16.59
H 5.59 -16.03 15.38
H 6.15 -14.30 13.86
H 6.41 -13.12 15.14
C 8.14 -16.79 17.91
O 7.29 -15.90 18.58
C 6.96 -16.06 19.85
O 7.55 -16.70 20.65
O 5.82 -15.43 20.07
C 5.39 -15.38 21.43
H 8.13 -17.83 18.27
H 9.17 -16.47 18.03
H 7.85 -16.87 16.87
H 5.00 -16.34 21.74
H 4.63 -14.61 21.44
H 6.18 -15.10 22.13
C 7.46 -12.66 19.94
O 7.51 -12.42 18.53
C 7.30 -11.18 18.07
O 7.22 -10.17 18.69
O 7.34 -11.28 16.74
C 7.11 -10.09 16.03
H 7.78 -11.79 20.52
H 8.21 -13.43 20.14
H 6.47 -13.03 20.17
H 6.12 -9.67 16.26
H 7.07 -10.29 14.96
H 7.83 -9.29 16.17
C 2.66 -11.49 24.41
C 2.73 -11.87 22.95
O 3.77 -11.10 22.37
C 4.11 -11.14 21.08
O 4.92 -10.40 20.63
O 3.47 -12.11 20.45
C 3.73 -12.24 19.05
H 2.54 -10.41 24.48
H 3.61 -11.71 24.90
H 1.82 -11.92 24.96
H 1.78 -11.57 22.48
H 2.76 -12.95 22.83
H 3.86 -11.27 18.57
H 2.89 -12.79 18.65
H 4.62 -12.84 18.87
C 7.60 -18.28 13.94
C 8.64 -17.29 13.47
O 9.25 -16.70 14.64
C 9.36 -15.39 14.72
O 9.10 -14.62 13.85
O 9.80 -15.10 15.92
C 9.86 -13.79 16.44
H 6.90 -18.58 13.16
H 7.01 -17.87 14.76
H 8.08 -19.18 14.34
H 8.17 -16.46 12.95
H 9.43 -17.76 12.90
H 9.27 -13.05 15.87
H 10.86 -13.35 16.40
H 9.43 -13.78 17.43
```

Results
structure (SMILES)	CCOC(=O)OC.CCOC(=O)OC.COC(=O)OC.COC(=O)OC.O=C1OCCO1
energy	-48860.1980	eV

---

(7)
This record from the OMol25 dataset describes C17H33AlClIN3O3S2 as an isolated structure. The level of theory is wB97M-V/def2-TZVPD.

Structure (XYZ):
```
61
Properties=species:S:1:pos:R:3
C -0.04 -1.33 4.93
C 0.40 0.13 5.09
C 1.43 0.53 4.05
Cl 1.75 2.31 4.25
Al 0.69 0.28 2.20
C -1.14 1.18 2.17
C -2.29 0.47 2.74
O -2.76 0.60 3.87
I -3.39 -1.00 1.48
O 1.66 1.01 0.89
C 1.58 0.24 -0.29
C 2.92 0.32 -0.97
C 3.12 1.59 -1.81
C 1.84 2.28 -2.23
S 0.92 1.21 -3.36
C -0.71 2.00 -3.41
S -0.87 3.40 -4.21
N -1.80 1.37 -2.80
C -1.83 1.54 -1.32
C -1.62 2.96 -0.86
C -1.86 -0.05 -3.15
C -3.28 -0.57 -3.14
C 1.08 -1.19 0.13
N -0.36 -1.17 -0.39
C 1.77 -2.39 -0.54
N 1.20 -3.67 -0.18
C 0.31 -4.29 -1.16
O 0.95 -1.36 1.49
H 0.35 -1.92 5.75
H -1.12 -1.42 4.90
H 0.34 -1.77 4.01
H 0.80 0.28 6.09
H -0.44 0.81 5.01
H 2.35 -0.03 4.19
H -1.39 1.52 1.17
H -1.04 2.06 2.80
H 0.74 0.62 -0.85
H 3.65 0.34 -0.17
H 3.16 -0.55 -1.57
H 3.76 2.30 -1.31
H 3.65 1.32 -2.72
H 2.09 3.22 -2.72
H 1.27 2.51 -1.34
H -1.11 0.85 -0.89
H -2.82 1.25 -1.00
H -0.58 3.25 -0.84
H -2.00 3.10 0.14
H -2.12 3.66 -1.52
H -1.29 -0.65 -2.44
H -1.41 -0.22 -4.12
H -3.80 -0.20 -2.26
H -3.82 -0.31 -4.04
H -3.24 -1.65 -3.04
H -0.84 -1.92 0.08
H -0.35 -1.37 -1.38
H 1.77 -2.23 -1.61
H 2.82 -2.37 -0.25
H 0.73 -3.58 0.71
H -0.67 -4.44 -0.72
H 0.15 -3.65 -2.02
H 0.71 -5.23 -1.53
```

Results
charge	-1
energy	-77671.7802	eV

---

(8)
This record from the OMol25 dataset describes C17H33Br3O8S4 as an isolated structure. The level of theory is wB97M-V/def2-TZVPD.

Structure (XYZ):
```
65
Properties=species:S:1:pos:R:3
C -15.36 -25.77 -16.52
Br -16.90 -24.67 -16.01
Br -13.77 -24.68 -16.62
Br -15.64 -26.66 -18.25
H -15.22 -26.55 -15.79
C -16.18 -24.94 -21.35
C -17.01 -26.18 -21.70
C -16.05 -27.18 -22.33
S -14.75 -26.20 -23.21
O -14.87 -26.30 -24.65
O -13.51 -26.50 -22.53
C -15.38 -24.61 -22.62
H -15.46 -25.00 -20.54
H -16.81 -24.07 -21.14
H -17.80 -25.90 -22.40
H -17.56 -26.57 -20.84
H -16.52 -27.89 -23.01
H -15.51 -27.75 -21.58
H -16.05 -24.24 -23.40
H -14.53 -23.94 -22.58
C -12.07 -23.97 -20.25
C -10.90 -23.04 -19.95
C -10.00 -23.80 -18.95
S -10.35 -25.58 -19.06
O -11.04 -25.93 -17.85
O -9.20 -26.37 -19.45
C -11.55 -25.40 -20.41
H -12.63 -23.66 -21.13
H -12.82 -23.94 -19.47
H -11.20 -22.03 -19.66
H -10.27 -22.95 -20.84
H -10.31 -23.44 -17.96
H -8.92 -23.65 -19.00
H -12.25 -26.24 -20.40
H -11.03 -25.40 -21.37
C -21.89 -24.93 -19.22
C -20.46 -25.49 -19.23
C -19.56 -24.56 -18.40
S -20.57 -24.24 -16.95
O -20.38 -22.85 -16.59
O -20.39 -25.30 -15.97
C -22.18 -24.48 -17.78
H -22.63 -25.62 -19.64
H -21.87 -24.08 -19.91
H -19.96 -25.51 -20.20
H -20.43 -26.52 -18.85
H -19.39 -23.65 -18.96
H -18.69 -25.13 -18.10
H -22.55 -23.46 -17.77
H -22.86 -25.15 -17.27
C -15.96 -20.12 -17.61
C -16.22 -19.28 -18.88
C -16.67 -20.17 -20.05
S -16.15 -21.88 -19.60
O -15.19 -22.34 -20.59
O -17.32 -22.66 -19.27
C -15.26 -21.39 -18.07
H -16.89 -20.39 -17.09
H -15.40 -19.55 -16.88
H -15.32 -18.71 -19.09
H -17.01 -18.54 -18.73
H -16.20 -19.92 -20.99
H -17.74 -20.28 -20.13
H -14.25 -21.24 -18.45
H -15.22 -22.24 -17.40
```

Results
energy relative to the best compared isomer or geometry (same formula, charge and spin)	8.42	kJ/mol